Entry 1:
18
Properties=species:S:1:pos:R:3 method="wB97M-V/def2-TZVPD" orbital_gap_ev=9.1 smiles=CN[C@@H](CO)CS max_force_ev_per_a=2.24 e_homo_ev=-8.2 total_charge=0
S -2.15882 0.59630 0.74833
O 0.67711 1.97845 0.16500
N 1.18593 -1.58929 -0.25505
C 0.49470 -0.47978 0.39468
C 1.38218 0.79153 0.28407
C 1.40966 -1.67791 -1.67828
C -0.89428 -0.34526 -0.21886
H 1.90724 -0.76765 -2.02774
H 0.29683 2.39415 0.94404
H -1.37126 -1.31906 -0.33250
H 1.40192 -2.36827 0.31940
H 2.02079 0.66028 -0.57963
H -1.87450 1.74538 0.13214
H 2.05094 0.67426 1.15325
H 0.29716 -0.82206 1.41314
H 2.02476 -2.55626 -1.85273
H 0.48006 -1.75798 -2.26101
H -0.88779 0.13645 -1.19769

=====

Entry 2:
18
Properties=species:S:1:pos:R:3 method="wB97M-V/def2-TZVPD" orbital_gap_ev=9.9 smiles=OCNCCCS max_force_ev_per_a=2.33 e_homo_ev=-9.1 total_charge=0
S 0.12434 -2.83900 -0.46146
O 1.14046 3.34771 0.67993
N 0.40089 1.45555 -0.52886
C -1.17362 -1.60669 -0.39172
C -0.91760 0.97721 -0.12394
C 1.22843 1.94672 0.58467
C -0.92773 -0.40735 0.52841
H -1.62733 1.08359 -0.96105
H 0.52645 3.64788 0.03154
H 0.91173 0.85804 -1.15434
H -1.41527 1.69995 0.53174
H 1.04771 1.46123 1.54807
H 0.16860 -3.11610 0.85228
H -2.14649 -2.02401 -0.09034
H -0.01636 -0.59429 1.10041
H -1.50913 -1.36956 -1.40759
H 2.24943 1.70987 0.25129
H -1.69987 -0.36436 1.30077

=====

Entry 3:
18
Properties=species:S:1:pos:R:3 method="wB97M-V/def2-TZVPD" orbital_gap_ev=8.9 max_force_ev_per_a=2.51 e_homo_ev=-8.3 total_charge=0
S -1.06301 0.35490 -0.27248
O -2.62409 -2.19741 0.65188
N -1.37047 0.71636 1.23220
C 1.29158 0.99474 0.96880
C 1.47969 0.89004 -1.57859
C 0.25530 -0.92619 -0.44354
C 0.89467 0.40484 -0.30338
H 2.22564 1.70763 -1.39465
H -2.06764 0.05159 1.58539
H 0.31961 1.18739 1.60464
H 1.65193 1.99274 0.77248
H 0.32805 -1.21924 -1.49721
H 1.66822 0.27014 1.68765
H 1.93256 0.07548 -2.12132
H -2.90248 -1.23506 0.53945
H 0.82051 1.44390 -2.23913
H 0.48985 -1.65515 0.32459
H -3.32993 -2.85668 0.48323

=====

Entry 4:
18
Properties=species:S:1:pos:R:3 method="wB97M-V/def2-TZVPD" orbital_gap_ev=9.9 smiles=C[C@@H](CS)NCO max_force_ev_per_a=4.74 e_homo_ev=-9.1 total_charge=0
S 3.09707 -0.69281 -0.40392
O -2.74102 1.85204 -0.87124
N -0.67915 0.49428 -0.69068
C 1.34255 -0.72571 -0.88870
C 0.48398 0.08976 0.14680
C -1.77658 1.31341 0.03825
C 0.30503 -0.72759 1.43623
H -2.53305 1.71652 -1.78735
H 1.39701 -0.32438 -1.90527
H -2.27304 0.74381 0.72022
H 0.85004 -1.68075 -0.97917
H 3.50216 -1.97872 0.02853
H 1.27541 -1.18220 1.69484
H -0.16653 -0.19687 2.21908
H -0.36893 -1.58219 1.23154
H -1.40466 2.25558 0.46246
H 0.99620 1.07923 0.41849
H -1.30650 -0.45343 -0.87014

=====

Entry 5:
18
Properties=species:S:1:pos:R:3 method="wB97M-V/def2-TZVPD" orbital_gap_ev=5.3 max_force_ev_per_a=0.81 e_homo_ev=-6.1 total_charge=0
S -1.88167 -0.33648 1.15355
O 1.42431 1.71145 -1.17281
N 0.00034 0.45233 -2.83676
C -0.49842 0.36527 -1.38498
C 0.47824 1.19218 -0.61150
C -0.54493 -0.38104 2.40865
C 0.64027 -1.27442 2.04549
H 1.36133 -1.32566 2.87196
H -1.50888 0.76453 -1.32995
H 0.21623 -0.46370 -3.22146
H 1.14920 -0.89874 1.14789
H 0.29651 -2.27996 1.79275
H -0.49687 -0.66751 -1.06185
H 0.87294 1.03078 -2.75812
H -0.67204 0.91325 -3.44252
H 0.28226 1.30606 0.45477
H -0.96310 -0.73396 3.35011
H -0.15572 0.62563 2.59480

=====

Entry 6:
18
Properties=species:S:1:pos:R:3 method="wB97M-V/def2-TZVPD" orbital_gap_ev=8.2 smiles="CC=[S@@H](=O)N(C)C" max_force_ev_per_a=3.24 e_homo_ev=-7.9 total_charge=0
S -0.61678 0.14757 0.78405
O -1.72422 1.06309 0.64346
N -0.75810 -0.81939 -0.74295
C -0.25482 -2.16871 -0.64201
C 0.94131 2.35527 1.86401
C -1.37702 -0.28669 -1.87941
C 0.69435 0.93019 2.16104
H 1.96181 2.52937 1.57605
H -1.29867 0.79357 -1.76782
H -0.99537 -0.95759 1.64742
H 0.11988 2.99092 1.36735
H 0.78940 -2.19705 -0.24325
H -0.19736 -2.66132 -1.57103
H -0.81088 -0.66688 -2.84422
H 1.66973 0.27687 2.15394
H -2.48551 -0.52397 -1.98689
H 0.69162 2.73952 2.85489
H -0.80827 -2.90017 0.00262

=====

Entry 7:
18
Properties=species:S:1:pos:R:3 method="wB97M-V/def2-TZVPD" orbital_gap_ev=9.3 smiles="CC(N)=O.CSC" max_force_ev_per_a=3.65 e_homo_ev=-8.7 total_charge=0
S 0.51624 -0.51763 -2.42781
O 0.10412 1.38318 3.47701
N 1.27362 0.08358 2.05370
C -0.94215 -1.37558 -2.72865
C -1.19805 -0.49464 2.69208
C 0.04764 0.41968 2.68681
C -0.04053 1.22855 -2.56758
H -1.20448 -1.39138 1.99451
H -1.09639 -1.47988 -3.79735
H 0.02731 1.62172 -3.54114
H 1.46150 -0.74757 1.44849
H -2.20994 0.11863 2.64814
H 0.47942 1.80690 -1.88012
H -0.90601 1.03008 -1.89460
H -0.80365 -2.28609 -2.12534
H -1.06577 -0.75572 3.74260
H -1.84541 -0.81025 -2.31030
H 1.95384 0.85704 1.87227

=====

Entry 8:
18
Properties=species:S:1:pos:R:3 method="wB97M-V/def2-TZVPD" orbital_gap_ev="8.5 / 4.0" max_force_ev_per_a=6.56 e_homo_ev="-12.7 / -12.7" total_charge=+1 multiplicity=2
S -0.13100 0.86862 -1.89025
O 1.85633 -1.66189 1.31511
N -0.42391 -1.71141 1.38966
C 0.32290 2.62540 -1.39615
C 0.83610 -2.02825 3.48829
C -1.06090 0.91306 -3.51507
C 0.89462 -1.68726 2.02022
H 1.16646 2.99150 -0.83224
H -0.43546 2.99046 -0.71949
H -0.41725 -1.58442 0.35948
H -0.76197 1.44421 -4.44311
H 0.25055 -2.86685 3.82707
H -1.13383 -1.51329 1.94957
H 0.48096 -1.26241 4.11306
H 0.14416 3.07828 -2.36415
H -2.01886 1.61372 -3.34880
H 1.92142 -2.13421 3.86537
H -1.49031 -0.07525 -3.81856

=====

Results for relative energy (zero: lowest compared OMol25 entry of this formula, charge and spin): 169.31; 160.68; 385.24; 223.72; 331.73; 658.19; 186.78; 198.32 (in kJ/mol, following the order of the records).